(1)
Computed, not measured: 3 unconnected molecules or ions with the total composition C17H20NO6P at a distorted geometry, with ωB97M-V/def2-TZVPD.

Calculated values
**Electronic energy**: -41008.6086 eV
**Net charge**: 0
**Structure (SMILES)**: C#CCO[P@](=O)(OC)OCON=O.c1ccccc1.c1ccccc1
**HOMO energy**: -9.2 eV
**Strongest force on any atom**: 0.1862 hartree/bohr

Structure (XYZ):
```
45
Properties=species:S:1:pos:R:3:nbo_charge:R:1
C -1.4095 5.0548 2.7602 -0.245
C -0.0331 4.7905 2.6138 -0.089
C 1.5437 4.3428 2.5440 -0.143
O 1.8218 3.1989 1.6601 -0.750
P 1.4278 1.6807 2.4190 2.380
O -0.1486 1.5568 2.4250 -1.037
O 1.9200 1.5989 4.1239 -0.752
C 1.8534 0.1323 4.4038 -0.318
O 2.2686 0.3880 1.6104 -0.765
C 1.5649 -0.0740 0.4042 0.164
O 0.3483 -0.8986 0.7039 -0.348
N -0.4394 -0.7385 -0.4039 0.355
O -1.2321 -1.6831 -0.4007 -0.292
H -2.4834 5.5223 2.9800 0.293
H 2.0039 4.1656 3.6222 0.242
H 2.1406 5.2652 2.0896 0.244
H 2.8091 -0.4455 4.0238 0.200
H 1.7292 -0.1134 5.5435 0.222
H 0.9317 -0.3840 3.8482 0.220
H 1.3536 0.7785 -0.3795 0.227
H 2.3057 -0.8318 -0.1447 0.203
C -1.7774 -4.9800 -1.5174 -0.201
C -0.5267 -4.6660 -0.9867 -0.219
C 0.4647 -5.6439 -0.9100 -0.216
C 0.2080 -6.9345 -1.3737 -0.215
C -1.0416 -7.2474 -1.9079 -0.216
C -2.0359 -6.2719 -1.9761 -0.217
H -2.5509 -4.2185 -1.5739 0.217
H -0.3245 -3.6586 -0.6317 0.219
H 1.4369 -5.4007 -0.4901 0.208
H 0.9820 -7.6954 -1.3185 0.211
H -1.2409 -8.2528 -2.2708 0.212
H -3.0111 -6.5175 -2.3873 0.212
C -0.9578 2.2399 -1.3977 -0.251
C -1.0761 1.8309 -2.7257 -0.209
C -1.0280 2.7726 -3.7532 -0.221
C -0.8516 4.1236 -3.4527 -0.215
C -0.7295 4.5321 -2.1249 -0.235
C -0.7869 3.5914 -1.0969 -0.158
H -0.9987 1.5060 -0.5971 0.220
H -1.2066 0.7774 -2.9601 0.213
H -1.1269 2.4544 -4.7874 0.212
H -0.8092 4.8571 -4.2536 0.211
H -0.5904 5.5848 -1.8911 0.211
H -0.6973 3.9106 -0.0623 0.217
```

---

(2)
Computed, not measured: a molecular structure, ArH10KrO5, with ωB97M-V/def2-TZVPD.

Calculated values
**Electronic energy**: -99683.5065 eV
**Net charge**: 0
**HOMO energy**: -10.5 eV
**Strongest force on any atom**: 0.0127 hartree/bohr

Structure (XYZ):
```
17
Properties=species:S:1:pos:R:3:nbo_charge:R:1
Ar 0.7429 2.2990 -2.3847 0.000
Kr 1.2807 0.2122 0.3536 0.000
O 1.0269 -1.8117 -2.9533 -0.951
H 1.8844 -2.1353 -2.6772 0.480
H 1.2231 -1.0651 -3.5193 0.482
O -1.5562 0.9434 1.7093 -0.940
H -0.8932 1.4593 2.1680 0.473
H -1.3920 1.1121 0.7815 0.480
O -0.9559 -2.7904 -1.1905 -0.957
H -1.1122 -3.7088 -1.4102 0.461
H -0.3731 -2.4743 -1.8809 0.484
O 2.5424 4.0665 0.6353 -0.932
H 2.6185 3.4303 1.3465 0.467
H 1.6154 4.3045 0.6245 0.466
O -2.3760 -1.5844 2.6119 -0.955
H -1.9427 -0.8216 2.2289 0.487
H -2.3331 -1.4357 3.5565 0.455
```

---

(3)
Computed, not measured: a molecular structure, C22H42Cl3DyN2O3SSi at a distorted geometry, with ωB97M-V/def2-TZVPD.

Calculated values
**Electronic energy**: -112983.9865 eV
**Net charge**: 0
**HOMO energy (spin up / spin down)**: -3.9 / -5.8 eV
**Multiplicity**: 6
**Strongest force on any atom**: 0.0710 hartree/bohr
**Energy above the lowest of the compared OMol25 structures with the same formula, charge and spin**: 601.0 kJ/mol

Structure (XYZ):
```
75
Properties=species:S:1:pos:R:3:lowdin_spin:R:1
C 2.5752 0.9371 -4.3950 -0.002
C 2.2108 1.7325 -3.1509 -0.060
H 3.3321 1.4598 -4.9957 0.001
H 1.6807 0.8044 -5.0266 0.002
H 2.9607 -0.0446 -4.1122 -0.001
C 2.1837 3.1268 -3.2568 -0.513
C 2.2106 3.8455 -4.5498 -0.092
H 2.3837 3.7222 -2.3717 -0.025
H 1.3348 3.6626 -5.1916 -0.021
H 3.0986 3.5990 -5.1526 -0.025
H 2.2462 4.9249 -4.3667 0.001
Dy -1.4717 -0.9363 1.4883 5.737
Cl 0.9768 -1.9584 1.6534 0.024
Cl -3.8425 -1.5397 0.8601 0.022
H -3.5588 -4.7732 5.2440 0.000
H -1.4822 -6.3257 5.0786 0.000
C -3.4333 -4.5899 4.1694 0.001
C -1.4390 -6.0374 4.0196 0.000
N -2.0223 -4.7145 3.8298 0.000
H -3.8069 -3.6010 3.9047 0.001
C -1.3055 -3.7281 3.2975 0.006
O -1.7483 -2.5740 3.0309 0.033
H -0.3980 -5.9807 3.6860 0.000
H -0.2623 -3.9910 3.0882 0.000
H -4.0006 -5.3651 3.6430 0.000
H -1.9856 -6.7910 3.4336 0.000
H -2.0706 1.0842 -2.2979 0.001
H -1.3583 4.2170 -1.8412 0.000
C -2.8966 1.5661 -1.7551 0.001
C -2.3411 3.9719 -1.4084 0.000
N -2.3677 2.6084 -0.8719 0.001
H -3.4604 0.8157 -1.1824 0.000
C -1.9511 2.3438 0.3636 0.005
O -2.0457 1.2172 0.9294 0.034
H -2.5763 4.6943 -0.6159 0.000
H -1.5170 3.2015 0.9050 0.000
H -3.5409 2.0737 -2.4766 0.000
H -3.0935 4.0316 -2.1989 0.000
O 1.2056 0.8569 -2.3505 -0.158
C 2.3921 1.1711 -1.6806 -0.058
C 1.3572 3.0607 -0.3438 -0.010
C 2.2537 1.9834 -0.4431 -0.002
H 0.7732 3.3271 -1.2296 -0.006
C 1.2187 3.7925 0.8436 0.001
H 3.1286 0.3670 -1.6464 -0.004
C 2.9875 1.6521 0.7203 -0.003
H 0.5245 4.6394 0.8656 0.000
C 1.9853 3.4800 1.9720 -0.003
C 2.8551 2.3805 1.9028 0.001
H 3.6303 0.7737 0.7009 0.000
H 1.9268 4.0946 2.8830 0.000
H 3.4427 2.1103 2.7840 0.000
Si 0.0099 -2.2868 -2.1320 0.003
Cl -0.5460 -0.4812 -0.8336 0.035
C -1.6340 -3.0949 -2.5787 0.001
C 0.8474 -3.4818 -0.9843 0.001
C 0.9696 -1.8909 -3.6223 0.000
H -2.3621 -3.0841 -1.7530 0.001
H -1.3609 -4.1460 -2.7963 0.000
H -2.0997 -2.6779 -3.4842 0.000
H 0.4937 -1.1276 -4.2524 0.000
H 1.0368 -2.8391 -4.1797 0.000
H 1.9634 -1.5729 -3.2944 0.000
H 1.8089 -3.0931 -0.6302 0.000
H 0.9887 -4.4744 -1.4449 0.000
H 0.1962 -3.6304 -0.1127 0.002
C -0.6004 1.8724 3.7731 0.009
S 0.4036 0.7416 2.8186 0.047
C 1.2161 -0.2049 4.1457 0.003
H -1.5153 2.0263 3.1869 0.004
H -0.0487 2.8148 3.8839 0.000
H -0.8220 1.4144 4.7454 0.001
H 1.0626 0.3072 5.0982 0.000
H 0.8144 -1.2256 4.1700 0.001
H 2.2788 -0.2444 3.8913 0.000
```

---

(4)
Computed, not measured: a molecular structure, C40H40F4N7SV at a distorted geometry, with ωB97M-V/def2-TZVPD.

Calculated values
**Electronic energy**: -99944.5189 eV
**Net charge**: +1
**HOMO energy (spin up / spin down)**: -8.7 / -7.6 eV
**Multiplicity**: 2
**Strongest force on any atom**: 0.0503 hartree/bohr

Structure (XYZ):
```
93
Properties=species:S:1:pos:R:3:lowdin_spin:R:1
V 0.4405 -0.7171 -0.1572 1.138
C 3.1777 -0.9968 -0.6610 -0.002
N 2.2962 0.1849 -0.4448 -0.001
C 2.0746 0.9688 -1.6785 0.001
C 1.2779 0.1448 -2.6564 -0.036
C 1.2020 0.4999 -3.9882 0.003
C 0.5202 -0.3141 -4.8791 -0.062
C -0.0079 -1.5020 -4.3875 0.000
C 0.0745 -1.7823 -3.0417 -0.043
N 0.6454 -0.9478 -2.1283 -0.019
C 2.8404 1.0223 0.6303 -0.001
C 1.7728 1.9053 1.2082 0.000
C 2.0815 3.1439 1.7429 0.000
C 1.0829 3.8720 2.3677 0.000
C -0.1905 3.3331 2.4430 0.000
C -0.4148 2.0973 1.8662 -0.001
N 0.5343 1.3950 1.2395 0.001
C 2.8735 -2.0627 0.3787 0.004
C 3.9038 -2.8354 0.7830 0.003
C 3.8362 -4.0063 1.6325 0.000
C 2.8690 -4.3065 2.4939 0.002
C 1.7372 -3.3565 2.8597 0.001
N 1.5279 -2.0724 0.6665 0.007
H 4.2338 -0.7194 -0.6337 -0.001
H 2.9691 -1.4029 -1.6427 -0.001
H 3.0169 1.2821 -2.1349 0.001
H 1.5108 1.8617 -1.4041 -0.001
H 1.7065 1.4009 -4.3258 0.002
H 0.4409 -0.0523 -5.9281 -0.004
H -0.4952 -2.2129 -5.0448 0.001
H -0.3283 -2.7075 -2.6650 -0.003
H 3.6962 1.6062 0.2841 -0.001
H 3.1943 0.3557 1.4182 0.000
H 3.0937 3.5232 1.6827 0.000
H 1.2993 4.8412 2.8014 0.000
H -0.9955 3.8566 2.9425 0.000
H -1.3940 1.6347 1.9212 0.000
H 4.8660 -2.6050 0.3382 0.000
H 4.6802 -4.6901 1.5698 0.000
H 2.9439 -5.2123 3.0809 0.000
H 1.0082 -3.9544 3.3987 0.000
C -2.4791 -1.8270 -0.7662 0.003
N -1.3532 -1.9494 0.1894 0.001
C -1.8830 -1.5929 1.5343 0.000
C -0.9102 -3.3766 0.1550 0.000
C 0.0129 -3.8354 1.2778 0.000
N 0.9452 -2.8220 1.7439 0.004
C 2.2435 -2.3380 3.9128 0.000
C 2.2417 -0.9541 3.8328 0.000
F 1.7018 -0.3004 2.8015 0.001
C 2.7951 -0.1527 4.8127 0.000
F 2.7888 1.1752 4.6201 0.000
C 3.3252 -0.6843 5.9579 0.000
C 3.2751 -2.0524 6.0969 0.000
F 3.7417 -2.6271 7.2086 0.000
C 2.7470 -2.8496 5.1080 0.000
F 2.6872 -4.1661 5.3475 0.000
H -3.3427 -2.3934 -0.4002 0.000
H -2.7555 -0.7899 -0.8816 0.000
H -2.2001 -2.2224 -1.7392 0.000
H -2.6389 -2.3155 1.8663 0.000
H -1.0739 -1.5572 2.2634 0.000
H -2.3561 -0.6112 1.4668 0.000
H -1.7899 -4.0266 0.1738 0.000
H -0.4112 -3.5364 -0.7952 0.000
H -0.5879 -4.1237 2.1390 0.000
H 0.5270 -4.7411 0.9206 0.000
H 3.7497 -0.0583 6.7342 0.000
N -1.0368 1.1012 -1.2353 0.003
S -2.1415 2.1993 -0.9360 0.001
C -1.9673 3.5170 -2.1482 0.000
C -3.0109 4.4011 -2.4080 0.000
C -2.8108 5.4307 -3.3156 0.000
C -1.5833 5.5751 -3.9520 0.000
C -0.5457 4.6965 -3.6743 0.000
C -0.7325 3.6637 -2.7625 0.000
C -3.7813 1.6133 -1.3529 0.001
C -4.6847 1.4540 -0.3121 0.000
C -5.9184 0.8629 -0.5655 0.000
C -6.2241 0.4327 -1.8488 0.000
C -5.3069 0.5989 -2.8865 0.000
C -4.0799 1.1930 -2.6422 0.000
H -1.0677 0.8486 -2.2275 0.000
H -3.9693 4.2873 -1.9137 0.000
H -3.6199 6.1207 -3.5289 0.000
H -1.4369 6.3766 -4.6654 0.000
H 0.4142 4.8161 -4.1619 0.000
H 0.0668 2.9695 -2.5318 0.000
H -4.4273 1.7914 0.6875 0.000
H -6.6360 0.7398 0.2376 0.000
H -7.1823 -0.0332 -2.0471 0.000
H -5.5570 0.2714 -3.8897 0.000
H -3.3631 1.3284 -3.4480 0.000
```

---

What did the first record say?
Computed, not measured: 3 unconnected molecules or ions with the total composition C17H20NO6P at a distorted geometry, with ωB97M-V/def2-TZVPD.

Calculated values
**Electronic energy**: -41008.6086 eV
**Net charge**: 0
**Structure (SMILES)**: C#CCO[P@](=O)(OC)OCON=O.c1ccccc1.c1ccccc1
**HOMO energy**: -9.2 eV
**Strongest force on any atom**: 0.1862 hartree/bohr

Structure (XYZ):
```
45
Properties=species:S:1:pos:R:3:nbo_charge:R:1
C -1.4095 5.0548 2.7602 -0.245
C -0.0331 4.7905 2.6138 -0.089
C 1.5437 4.3428 2.5440 -0.143
O 1.8218 3.1989 1.6601 -0.750
P 1.4278 1.6807 2.4190 2.380
O -0.1486 1.5568 2.4250 -1.037
O 1.9200 1.5989 4.1239 -0.752
C 1.8534 0.1323 4.4038 -0.318
O 2.2686 0.3880 1.6104 -0.765
C 1.5649 -0.0740 0.4042 0.164
O 0.3483 -0.8986 0.7039 -0.348
N -0.4394 -0.7385 -0.4039 0.355
O -1.2321 -1.6831 -0.4007 -0.292
H -2.4834 5.5223 2.9800 0.293
H 2.0039 4.1656 3.6222 0.242
H 2.1406 5.2652 2.0896 0.244
H 2.8091 -0.4455 4.0238 0.200
H 1.7292 -0.1134 5.5435 0.222
H 0.9317 -0.3840 3.8482 0.220
H 1.3536 0.7785 -0.3795 0.227
H 2.3057 -0.8318 -0.1447 0.203
C -1.7774 -4.9800 -1.5174 -0.201
C -0.5267 -4.6660 -0.9867 -0.219
C 0.4647 -5.6439 -0.9100 -0.216
C 0.2080 -6.9345 -1.3737 -0.215
C -1.0416 -7.2474 -1.9079 -0.216
C -2.0359 -6.2719 -1.9761 -0.217
H -2.5509 -4.2185 -1.5739 0.217
H -0.3245 -3.6586 -0.6317 0.219
H 1.4369 -5.4007 -0.4901 0.208
H 0.9820 -7.6954 -1.3185 0.211
H -1.2409 -8.2528 -2.2708 0.212
H -3.0111 -6.5175 -2.3873 0.212
C -0.9578 2.2399 -1.3977 -0.251
C -1.0761 1.8309 -2.7257 -0.209
C -1.0280 2.7726 -3.7532 -0.221
C -0.8516 4.1236 -3.4527 -0.215
C -0.7295 4.5321 -2.1249 -0.235
C -0.7869 3.5914 -1.0969 -0.158
H -0.9987 1.5060 -0.5971 0.220
H -1.2066 0.7774 -2.9601 0.213
H -1.1269 2.4544 -4.7874 0.212
H -0.8092 4.8571 -4.2536 0.211
H -0.5904 5.5848 -1.8911 0.211
H -0.6973 3.9106 -0.0623 0.217
```

---

Q: What is the net charge in the first record?
A: 0

---

Q: Which of these has the lowest electronic energy?
A: C22H42Cl3DyN2O3SSi

---

Q: The lowest strongest force on any atom belongs to which entry?
A: ArH10KrO5